Density functional theory data (ωB97M-V/def2-TZVPD) for a molecular structure, C18H28IrN4S2 at a distorted geometry.

XYZ file:
```
53
Properties=species:S:1:pos:R:3:forces:R:3:lowdin_spin:R:1
Ir -0.092 0.086 -0.206 -0.0786 0.6061 -0.1902 2.154
S -1.644 0.971 1.063 -2.6516 2.1815 1.3803 0.229
S 1.887 0.985 -0.500 2.7802 2.1992 -1.0279 0.225
C -3.302 0.933 0.267 -0.1399 -0.5067 -0.0093 0.048
C -1.756 2.669 1.852 0.4092 0.1920 0.6023 0.035
C -0.835 3.679 1.173 -0.2634 -0.4898 -0.2096 0.024
N 0.478 3.094 1.114 0.1869 -0.1771 0.4031 0.179
C 1.399 3.687 0.182 0.0263 -0.4814 -0.3494 0.024
C 2.529 2.687 -0.049 0.1744 0.2053 0.7431 0.035
H -1.444 2.506 2.900 -0.2921 0.0329 -0.4071 0.003
H -2.808 2.986 1.809 0.4180 -0.2653 0.1613 0.001
H -0.784 4.639 1.720 -0.5344 -0.2798 -0.1280 0.014
H -1.196 3.837 0.148 0.1732 0.2455 0.2363 0.001
H 1.764 4.650 0.588 0.2622 -0.2834 -0.4825 0.014
H 0.879 3.845 -0.773 0.0638 0.2422 0.2920 0.001
H 3.098 2.526 0.885 -0.1098 0.0420 -0.4927 0.003
H 3.201 3.012 -0.855 -0.1550 -0.2660 0.4213 0.001
C 2.404 0.963 -2.265 0.0846 -0.5301 -0.1318 0.047
H 0.893 3.007 2.047 -0.1215 -0.0406 -0.2685 0.002
H 1.547 1.148 -2.928 0.2961 0.0274 0.3027 0.006
H 2.867 -0.008 -2.506 -0.1465 0.4614 0.1383 0.002
H 3.142 1.764 -2.341 -0.1216 -0.3281 -0.2763 0.004
H -3.766 -0.057 0.410 0.1990 0.4739 0.0133 0.002
H -3.225 1.161 -0.805 0.0251 0.0189 0.4021 0.006
H -3.872 1.700 0.795 -0.1276 -0.3263 -0.2783 0.004
C 1.928 0.425 4.356 0.2369 -0.3887 0.5280 0.003
C 1.894 -0.915 4.247 -0.5226 0.2797 -1.1567 0.003
H 1.132 0.983 4.876 0.3557 -0.3682 -0.3570 0.000
H 2.838 1.001 4.119 -0.4989 -0.3792 0.0188 0.000
H 0.988 -1.503 4.480 0.6266 0.4494 0.2370 0.000
H 2.684 -1.485 3.726 -0.2443 0.4332 0.6249 0.000
N -1.144 -1.800 -2.598 0.1434 0.2392 0.4544 0.192
C 0.239 -1.901 -2.460 0.4482 -0.5643 -0.1595 0.033
C 1.014 -2.554 -3.429 -0.5311 0.3168 -0.0528 0.067
C 2.260 -3.006 -3.034 0.4733 -0.0220 -0.6299 -0.002
C 2.691 -2.829 -1.716 0.0381 -0.1099 0.6141 0.068
C 1.911 -2.090 -0.833 -0.1179 -0.3763 -1.0772 0.040
N 0.768 -1.548 -1.287 0.6034 -0.9716 0.0836 0.155
C -1.970 -1.914 -1.481 -0.2431 -0.4675 0.4434 0.033
C -3.201 -2.577 -1.554 0.3101 0.3316 -0.5949 0.067
C -3.739 -3.039 -0.369 -0.7626 -0.0398 0.1701 -0.002
C -3.053 -2.859 0.838 0.4757 -0.0482 0.2135 0.070
C -1.881 -2.107 0.851 -0.7544 -0.4360 -0.7032 0.040
N -1.455 -1.558 -0.296 -0.4262 -1.0271 0.2222 0.155
H -1.516 -2.245 -3.438 0.0278 0.4187 0.0411 0.002
H 0.559 -2.685 -4.412 0.4915 -0.3034 0.1378 0.003
H 2.916 -3.510 -3.755 -0.3757 0.1184 0.3458 -0.001
H 3.609 -3.269 -1.348 0.0315 -0.0279 -0.1926 0.003
H 2.115 -1.953 0.230 0.3142 0.1285 -0.4115 0.001
H -3.625 -2.709 -2.553 -0.2158 -0.3065 0.4853 0.003
H -4.708 -3.553 -0.365 0.4824 0.1114 -0.0655 -0.001
H -3.389 -3.305 1.762 -0.2000 -0.0649 -0.0239 0.003
H -1.231 -1.966 1.716 -0.5233 0.1208 -0.0399 0.001
```
Positions in Å, forces in eV/Å.

For the molar mass, the calculation gives 556.8 g/mol. The spin multiplicity is 5. The charge is +3. Its HOMO energy (alpha / beta) is -16.0 / -17.0 eV. The orbital gap (alpha / beta) comes out at 6.9 / 3.1 eV. The value obtained for the lowest unoccupied orbital energy (alpha / beta) is -9.127 / -13.877 eV.

Density functional theory data (ωB97M-V/def2-TZVPD) for 2 unconnected molecules or ions with the total composition C25H29N4 at a distorted geometry.

XYZ file:
```
58
Properties=species:S:1:pos:R:3:forces:R:3:mulliken_charge:R:1
C 2.514 2.812 1.389 0.2054 1.0107 -0.0439 -1.349
C 2.230 1.392 1.615 0.6545 -0.6157 0.1957 0.449
N 3.148 0.436 1.350 -0.6252 0.8370 0.1409 0.075
C 2.605 -0.829 1.576 -0.6598 -0.3913 0.5070 -0.397
C 1.270 -0.657 2.014 0.3020 -0.3788 -0.9709 0.708
C 0.497 -1.789 2.276 0.2020 -0.4167 -0.0075 -0.186
C 1.071 -3.060 2.100 0.1416 0.5232 0.1043 -0.951
C 2.415 -3.199 1.707 0.1130 0.4129 -0.1038 -0.535
C 3.202 -2.068 1.434 -0.1552 -0.3404 0.2174 -0.858
C 1.012 0.789 2.016 -0.0351 -0.5248 0.1746 0.543
C -0.177 1.449 2.326 0.0130 -0.3162 -1.1347 0.332
C -1.467 0.941 1.958 -0.6035 -0.2361 0.3661 0.291
C -1.629 0.011 0.895 0.1712 -0.1941 0.0738 -0.396
C -2.831 -0.645 0.690 0.3782 0.4383 -0.0176 -0.663
C -3.950 -0.326 1.474 -0.0622 -0.2889 0.1298 1.076
C -5.239 -1.082 1.268 -0.0837 0.1707 0.0763 -1.420
C -3.848 0.685 2.443 0.1746 0.1863 -0.0655 -0.970
C -2.637 1.326 2.674 0.3073 -0.1126 -0.1364 -0.538
H 1.597 3.350 1.119 0.3369 -0.1377 0.0442 0.400
H 2.919 3.273 2.308 -0.1236 -0.1551 -0.3075 0.214
H 3.247 2.966 0.580 -0.2629 -0.0911 0.3185 0.486
H 4.092 0.625 1.014 -0.5070 -0.0870 0.0894 0.295
H -0.544 -1.673 2.582 0.3299 -0.1972 -0.0697 0.578
H 0.472 -3.955 2.272 0.1747 0.3062 0.0062 0.418
H 2.854 -4.196 1.612 -0.1848 0.3813 -0.0005 0.398
H 4.253 -2.117 1.151 -0.2421 -0.2783 0.0011 0.426
H -0.106 2.404 2.820 -0.0758 0.3492 -0.0378 -0.008
H -0.787 -0.175 0.223 -0.2326 -0.0821 0.3605 0.490
H -2.906 -1.403 -0.093 -0.0379 0.3017 0.1816 0.446
H -6.010 -0.702 1.947 0.0835 -0.1464 -0.2327 0.357
H -5.590 -0.983 0.231 0.0829 0.0216 0.2855 0.350
H -5.110 -2.158 1.459 0.0688 0.3102 -0.0198 0.338
H -4.738 0.968 3.010 0.3173 -0.0752 -0.1434 0.335
H -2.552 2.121 3.419 -0.1213 -0.2866 -0.1291 0.389
C -1.050 5.828 2.889 1.1343 -0.3503 1.2149 -0.701
C 0.050 5.083 3.293 -0.5741 0.3053 -0.1963 -0.205
N 0.304 5.438 4.601 0.2302 0.0353 0.2484 0.229
C 1.273 4.803 5.517 -0.4909 0.4249 -0.4404 -1.225
C 0.646 3.597 6.192 -0.6868 -0.0477 0.2508 0.497
C 1.565 2.876 7.170 0.0847 -0.2623 -0.4532 -0.831
C 1.061 1.413 7.151 -0.1250 0.1274 0.3859 -0.675
C 0.244 1.267 5.855 -0.4572 -0.2579 -0.0122 -0.321
N 0.259 2.583 5.191 -0.2725 0.2489 -0.2439 0.072
C -0.620 6.386 4.960 -0.0573 -0.6497 -1.7482 -0.055
N -1.432 6.637 3.933 -0.0516 0.0966 0.7665 -0.655
H -1.546 5.792 1.927 0.0234 0.2460 0.2345 0.404
H 0.670 4.385 2.741 -0.1031 0.2208 0.3683 0.544
H 2.149 4.511 4.920 -0.1639 0.0376 0.3121 0.265
H 1.555 5.555 6.265 0.0847 -0.1814 -0.2094 0.314
H -0.271 3.923 6.734 0.4815 0.0736 -0.1508 0.268
H 2.588 2.899 6.771 -0.0905 0.0823 0.1782 0.345
H 1.559 3.342 8.161 0.0343 -0.1660 -0.2179 0.379
H 1.917 0.729 7.183 -0.3547 0.0227 0.0794 0.332
H 0.400 1.206 8.005 0.4009 0.0435 -0.1397 0.275
H 0.661 0.463 5.226 -0.1245 0.3945 -0.0561 -0.035
H -0.811 1.007 6.058 0.4463 -0.2167 0.1712 0.346
H -0.693 2.810 4.859 0.8239 -0.1385 0.2390 -0.032
H -0.602 6.823 5.957 -0.2364 0.0141 -0.4335 0.344
```
Positions in Å, forces in eV/Å.

The relative energy (zero: lowest compared OMol25 entry of this formula, charge and spin) comes out at 0.2680 eV. For the molar mass, the calculation gives 385.5 g/mol. The charge is +1. Its HOMO energy is -11.0 eV. The orbital gap comes out at 6.1 eV. The value obtained for the lowest unoccupied orbital energy is -4.935 eV.

Density functional theory data (ωB97M-V/def2-TZVPD) for C6H10O in the gas phase.

XYZ file:
```
17
Properties=species:S:1:pos:R:3:forces:R:3:mulliken_charge:R:1
C 2.224 0.086 0.088 0.0372 -0.0059 -0.0006 -1.278
C 0.750 -0.171 0.035 -0.0901 -0.1056 0.0784 0.311
C 0.077 -1.208 0.535 0.0741 0.0980 -0.0580 -0.419
C -1.408 -1.134 0.292 -0.0230 -0.0143 0.0280 -0.502
C -1.590 0.202 -0.467 -0.0222 0.0512 -0.0366 -0.706
C -0.182 0.834 -0.612 -0.0233 -0.2644 -0.1854 0.066
O -0.064 2.127 -0.028 -0.0611 0.0298 0.2637 -0.584
H 2.422 1.057 0.556 -0.0027 -0.1433 -0.0702 0.273
H 2.647 0.131 -0.924 -0.0701 -0.0003 0.1338 0.289
H 2.752 -0.692 0.647 -0.1015 0.1209 -0.0779 0.340
H 0.537 -2.043 1.059 -0.0428 0.1386 -0.0760 0.393
H -1.972 -1.170 1.233 0.0817 0.0234 -0.1273 0.286
H -1.755 -1.990 -0.299 0.0605 0.1310 0.0572 0.274
H -2.054 0.043 -1.445 0.0919 0.0306 0.1390 0.259
H -2.235 0.902 0.075 0.0932 -0.1139 -0.0619 0.270
H 0.083 1.001 -1.663 -0.0366 -0.0524 0.1236 0.361
H -0.232 2.026 0.919 0.0348 0.0766 -0.1299 0.369
```
Positions in Å, forces in eV/Å.

The relative energy (zero: lowest compared OMol25 entry of this formula, charge and spin) comes out at 0.0215 eV. For the molar mass, the calculation gives 98.1 g/mol. The SMILES is CC1=CCC[C@H]1O. Its HOMO energy is -9.2 eV. The orbital gap comes out at 10.2 eV. The value obtained for the lowest unoccupied orbital energy is 0.992 eV.

Density functional theory data (ωB97M-V/def2-TZVPD) for a gas-phase ion, C10H17BBrFNO4 (charge +1) at a distorted geometry.

XYZ file:
```
35
Properties=species:S:1:pos:R:3:forces:R:3:mulliken_charge:R:1
C 4.938 0.071 0.710 -1.1013 -0.0185 -0.0188 -0.914
C 3.330 0.203 0.575 0.0595 -3.8621 0.5289 0.605
O 2.694 -0.880 0.700 1.3075 4.6427 -0.6755 -0.505
O 2.698 1.452 0.288 0.5269 -1.3248 -0.6203 -0.367
C 2.015 1.423 -0.982 -0.4917 -1.6609 -0.7772 -0.610
C 0.495 0.972 -0.823 -1.5083 -0.0923 0.7397 0.602
N -0.008 0.300 0.193 -0.3799 1.3851 -0.0336 0.000
C -1.480 -0.068 0.110 -0.2707 -0.4502 -2.5551 -0.184
C -1.393 -1.450 -0.769 0.1413 -0.8641 0.9035 -0.812
C -1.919 -2.728 0.055 0.9402 0.3207 -0.1748 -0.748
C -1.022 -3.029 1.367 -0.9788 -1.1997 -0.5337 -0.272
F -1.420 -2.214 2.485 0.7141 -0.5180 -1.4989 -0.311
C -2.053 1.106 -0.859 1.0631 -1.0294 0.3590 -0.133
B -2.388 2.316 0.172 -1.0548 2.0277 0.7837 0.586
O -1.550 3.452 0.450 -0.2767 -2.9667 0.3714 -0.529
O -3.640 2.238 0.930 3.0677 -1.2015 -0.3389 -0.527
C -0.765 1.201 -1.806 -0.2093 0.8344 -0.3659 -0.479
Br -0.833 2.948 -2.811 0.4845 -1.0188 0.7420 -0.080
H 5.182 -0.931 0.194 -0.3817 1.7467 0.6680 0.317
H 5.493 0.951 0.255 -0.7079 -1.2008 0.7752 0.296
H 5.170 -0.101 1.819 -0.3016 0.5632 -1.6020 0.311
H 2.123 2.377 -1.601 -0.3833 -1.0689 1.3807 0.435
H 2.520 0.592 -1.609 -1.0421 1.1922 0.6141 0.332
H 0.407 -0.044 1.071 0.9359 0.3901 -0.8915 0.345
H -2.018 -0.135 1.114 1.2411 -0.2118 -1.2746 0.366
H -1.893 -1.316 -1.786 0.3210 -0.2724 1.6020 0.372
H -0.282 -1.663 -0.998 -1.6795 0.3902 0.3562 0.313
H -1.753 -3.644 -0.627 -0.6046 1.3595 1.0938 0.376
H -3.020 -2.577 0.324 1.5547 -0.5338 -0.2874 0.345
H -1.223 -4.121 1.674 0.2761 1.7533 -0.3369 0.304
H 0.100 -2.950 1.164 -1.5018 0.3275 0.3917 0.225
H -3.008 0.778 -1.397 1.5556 0.3294 0.6595 0.248
H -1.332 3.363 1.412 -0.4986 0.8609 -0.9237 0.316
H -3.402 1.640 1.684 -0.9732 0.6459 -0.5571 0.310
H -0.765 0.466 -2.678 0.1569 0.7251 1.4967 0.467
```
Positions in Å, forces in eV/Å.

For the molar mass, the calculation gives 325.0 g/mol. The SMILES is CC(=O)OCC1=[NH+][C@H](CCCF)[C@@H](B(O)O)[C@H]1Br. The charge is +1. Its HOMO energy is -13.8 eV. The orbital gap comes out at 9.3 eV. The value obtained for the lowest unoccupied orbital energy is -4.531 eV.